# 1
This record from the Open Molecules 2025 dataset describes C24H20CoF5N3O4STe as an isolated structure. The level of theory is the ωB97M-V functional and the def2-TZVPD basis.

Energy above the lowest of the compared OMol25 structures with the same formula, charge and spin, eV: 0.000
HOMO (alpha / beta), eV: -1.90 / -2.06
LUMO (alpha / beta), eV: 3.60 / 3.60
⟨S²⟩: 0.767
Electronic energy, eV: -107218.1304

Structure (ORCA input):
```
! RIJCOSX wB97M-V def2-TZVPD def2/J DEFGRID3
* xyz -2 2
C -3.379 3.741 0.377
H 3.752 3.046 -5.574
H 2.574 -3.819 2.947
C -0.429 -2.709 4.052
Co 0.061 -0.836 0.212
S -3.817 5.433 0.698
F 2.563 -4.679 -1.583
C -2.584 1.092 0.009
N 1.904 -0.796 0.497
H 2.993 -2.670 0.570
H -4.902 2.951 1.663
H -1.552 4.174 2.064
H -1.694 -1.441 2.846
C 1.986 -2.245 0.620
H -1.351 -3.046 -1.582
O 1.152 -2.783 -0.383
C -0.744 -1.956 2.939
H 1.296 2.715 -5.370
C 4.202 1.921 -3.812
C -1.989 -2.856 -0.714
C -3.674 1.403 0.833
C 3.705 1.169 -2.746
H -1.138 -2.798 4.864
O -3.105 6.955 2.648
C -1.997 4.844 2.794
C -2.170 -0.259 -0.132
F -0.607 -4.609 1.250
H 5.275 2.044 -3.890
H -1.229 5.386 3.343
C 0.791 -3.370 4.080
H -1.597 -3.485 0.104
C -2.308 3.440 -0.462
C -4.069 2.714 1.014
O 0.448 0.243 -1.316
C -1.908 2.133 -0.647
C 3.344 2.476 -4.746
C 2.313 0.991 -2.618
C 1.473 1.554 -3.572
H 4.012 0.122 -1.206
C -2.927 5.857 2.182
Te 0.903 -4.876 -0.644
H 0.408 1.378 -3.470
H -3.022 -3.121 -0.955
O 4.574 0.640 -1.877
C 1.742 0.243 -1.477
C -1.928 -1.443 -0.348
H -2.567 4.239 3.502
F 0.167 -4.299 -2.526
N 2.553 -0.332 -0.648
F 2.172 -5.057 0.860
C 1.650 -3.264 3.003
N 0.092 -1.831 1.917
H 1.054 -3.991 4.928
C 1.263 -2.485 1.929
H -4.192 0.602 1.344
C 1.971 2.295 -4.634
H -1.767 4.243 -0.948
F 1.290 -6.866 -0.973
H -1.035 1.881 -1.239
*
```

Which charges does Mulliken predict for the atoms? In e, they are: -0.415, 0.332, 0.355, -0.761, -0.365, -0.159, -0.441, 1.008, -0.261, 0.368, 0.446, 0.285, 0.393, 0.425, 0.222, -0.326, -0.047, 0.382, -0.632, -0.849, -0.629, 0.258, 0.356, -0.577, -0.893, -0.342, -0.813, 0.396, 0.336, -0.258, 0.005, -0.339, -0.270, -0.794, -0.482, -0.282, 0.347, -0.397, 0.528, 0.652, 1.364, 0.399, 0.427, -0.730, 0.823, -0.135, 0.247, -0.631, -0.679, -0.524, -1.121, 0.178, 0.354, 0.986, 0.460, -0.843, 0.442, -0.598, 0.822

---

# 2
This record from the Open Molecules 2025 dataset describes C24H20F3FeNO9S as an isolated structure. The level of theory is the ωB97M-V functional and the def2-TZVPD basis.

Energy above the lowest of the compared OMol25 structures with the same formula, charge and spin, eV: 0.151
HOMO (alpha / beta), eV: -1.96 / -1.75
LUMO (alpha / beta), eV: 4.10 / 4.10
⟨S²⟩: 6.008
Electronic energy, eV: -98509.8757

Structure (ORCA input):
```
! RIJCOSX wB97M-V def2-TZVPD def2/J DEFGRID3
* xyz -2 5
C -3.264 5.180 0.443
C 0.845 -1.561 1.511
H 2.301 2.983 4.065
C 2.014 3.500 2.005
C 1.634 -1.608 2.649
C 2.789 -0.843 2.665
O 3.581 -0.874 3.785
C 1.578 -3.429 -2.393
H -0.962 1.032 2.069
O 3.473 1.592 -0.692
H -0.775 -5.801 -1.487
C -4.558 3.152 0.472
H -3.456 1.345 -0.018
O 2.559 -4.135 -2.655
C 3.113 -0.055 1.572
H -3.199 6.254 0.566
O -1.020 -2.269 0.267
H 0.275 -4.860 -0.416
O 1.607 -2.193 -2.098
H 1.002 -5.942 -1.618
O -0.884 -3.235 -2.216
H 1.335 -2.230 3.480
H 0.831 -5.295 -4.151
H 0.395 1.404 4.124
H -5.504 2.644 0.613
C 2.255 -0.060 0.488
H -5.360 5.095 0.904
F -1.254 1.060 -3.361
H -0.942 -5.248 -3.908
F -0.783 -0.777 -4.425
H 2.886 4.141 1.960
C 0.169 2.438 0.922
H 3.989 0.583 1.536
H 4.341 -0.308 3.616
C -3.429 2.418 0.125
C -4.477 4.527 0.634
O 1.508 0.876 -1.532
H -0.097 -3.834 -4.561
F -2.483 -0.703 -3.081
C 1.692 2.839 3.180
C 2.461 0.879 -0.705
H -1.077 -3.186 -1.259
S -0.789 2.106 -0.565
C -1.143 -0.330 -3.161
C -0.456 -2.367 1.390
C 0.174 -5.260 -1.428
C -2.135 4.455 0.096
C -2.225 3.077 -0.050
C -0.150 1.750 2.085
N 1.156 -0.805 0.465
Fe 0.113 -0.928 -1.487
O -0.797 -3.028 2.379
C 1.255 3.291 0.859
O -1.267 0.703 -0.419
H -1.184 4.955 -0.052
C 0.617 1.955 3.219
H 1.546 3.729 -0.088
C -0.014 -4.671 -3.865
C 0.189 -4.131 -2.455
*
```

Which charges does Mulliken predict for the atoms? In e, they are: -0.648, -0.239, 0.398, -0.634, -0.890, 1.260, -0.611, 0.130, 0.452, -0.854, 0.398, -0.680, 0.490, -0.799, -0.676, 0.361, -0.624, 0.319, -0.659, 0.403, -0.606, 0.565, 0.365, 0.377, 0.380, -0.004, 0.351, -0.281, 0.401, -0.307, 0.351, 0.369, 0.421, 0.286, -0.227, -0.398, -0.526, 0.366, -0.284, -0.469, -0.104, 0.329, 0.406, 0.508, 0.148, -1.765, -0.329, 0.322, -0.567, 0.765, 1.530, -0.842, -0.006, -0.634, 0.371, -0.770, 0.456, -1.904, 2.063

---

# 3
This record from the Open Molecules 2025 dataset describes C24H20FeN4O3 as an isolated structure. The level of theory is the ωB97M-V functional and the def2-TZVPD basis.

HOMO (alpha / beta), eV: -10.73 / -11.05
LUMO (alpha / beta), eV: -3.15 / -5.27
⟨S²⟩: 8.795
Electronic energy, eV: -71697.9691

Structure (ORCA input):
```
! RIJCOSX wB97M-V def2-TZVPD def2/J DEFGRID3
* xyz 1 6
C 0.810 2.653 -0.884
C 0.902 4.010 -0.996
C 1.901 -2.280 4.347
H -4.039 -1.530 -3.585
H -4.697 -1.628 2.346
H -2.437 -1.707 2.783
O -3.947 0.245 -2.505
H -2.392 -0.963 -3.193
N 0.232 1.998 0.270
C -3.399 -0.651 -3.472
C 2.255 -1.705 3.125
N -0.078 -1.490 2.530
C -3.207 -0.996 0.912
H 5.626 -1.785 3.437
H 2.846 1.987 -4.946
H 4.998 -2.800 5.598
Fe -0.007 -0.160 -0.132
H -3.367 -0.105 -4.410
C 2.253 0.208 -3.928
H 1.539 5.683 -2.199
C 1.973 3.828 -3.143
C 1.230 -1.281 2.167
C -2.973 -0.491 -0.428
C -4.547 -1.251 1.343
H 0.858 -2.416 4.590
H -0.615 2.474 0.563
C 1.620 -0.294 -2.779
H 2.430 4.275 -4.017
C 2.890 -2.671 5.233
C 2.377 1.559 -4.069
C 4.583 -1.921 3.687
H 3.860 -1.083 1.847
H 0.530 4.638 -0.196
H -6.212 -0.346 -1.453
N 1.151 0.470 -1.818
H 0.878 2.037 1.055
C 1.481 4.605 -2.137
H 2.620 -3.117 6.180
C -5.600 -1.023 0.523
C 4.227 -2.492 4.904
C -2.182 -1.279 1.816
C -4.123 -0.287 -1.263
C 1.290 1.825 -1.930
C -5.375 -0.537 -0.793
C 3.601 -1.527 2.798
H 2.618 -0.479 -4.678
N -0.889 -1.081 1.578
C 1.889 2.418 -3.059
H 1.493 -1.363 -2.651
H -6.611 -1.210 0.856
O 1.551 -0.755 1.070
O -1.817 -0.211 -0.893
*
```

Which charges does Mulliken predict for the atoms? In e, they are: 0.665, -0.511, -0.149, 0.311, 0.378, 0.402, -0.472, 0.191, -0.370, -0.668, 0.478, -0.604, 0.636, 0.408, 0.441, 0.400, 0.933, 0.256, -0.850, 0.407, -0.947, 0.553, 0.692, -1.170, 0.433, 0.380, -0.219, 0.416, -0.677, -0.495, -0.656, 0.393, 0.451, 0.474, 0.160, 0.351, -0.644, 0.402, -0.668, -0.374, -0.384, 0.348, 0.109, -0.297, -0.456, 0.415, 0.503, 0.551, 0.495, 0.421, -1.009, -0.833

---

# 4
This record from the Open Molecules 2025 dataset describes C24H20FeNO4P as an isolated structure. The level of theory is the ωB97M-V functional and the def2-TZVPD basis.

Energy above the lowest of the compared OMol25 structures with the same formula, charge and spin, eV: 0.000
HOMO (alpha / beta), eV: 1.86 / -1.64
LUMO (alpha / beta), eV: 4.34 / 4.34
⟨S²⟩: 6.117
Electronic energy, eV: -78563.2071

Structure (ORCA input):
```
! RIJCOSX wB97M-V def2-TZVPD def2/J DEFGRID3
* xyz -2 5
H -4.209 3.355 -2.497
H -2.665 -4.081 5.592
C 1.013 3.261 2.103
H 1.800 5.053 3.008
C -2.866 3.658 -0.833
C -2.079 0.995 -1.222
C 2.315 4.095 -0.223
H -2.047 -1.719 2.055
O 1.079 -7.331 2.579
C -0.135 -5.217 0.522
H 3.033 5.761 0.956
C 1.748 4.452 2.100
C 1.571 2.912 -0.232
H -3.497 0.991 -2.846
C -2.636 -2.663 3.964
P -0.175 1.009 0.854
O 0.707 -5.372 -0.266
C 2.419 4.858 0.944
O 0.473 -0.167 0.189
H -1.651 1.340 2.800
C -0.864 0.660 2.442
H -0.755 -5.586 4.804
H -1.062 -3.278 5.352
N 0.282 -0.839 4.215
C -0.191 -0.170 3.357
C -1.908 -3.770 4.844
H -3.728 -2.787 4.111
C -3.448 2.906 -1.857
C -1.419 -5.001 4.151
C 0.918 2.490 0.936
H -1.414 3.696 0.753
H 2.823 4.419 -1.131
H -2.590 -6.803 3.552
C -2.350 -3.840 1.777
C -3.049 1.578 -2.046
H -3.684 -5.580 1.594
H 0.505 2.936 3.013
C -1.900 3.080 -0.007
C -2.284 -2.663 2.547
C 0.186 -6.584 2.585
C -2.397 -5.734 3.338
H -3.150 4.699 -0.675
C -1.510 1.743 -0.182
H -1.736 -0.027 -1.397
H -2.305 -3.711 0.686
O 1.956 -4.175 2.595
H 1.484 2.322 -1.146
C -2.950 -5.083 2.242
H -2.391 -1.682 4.421
C 0.796 -4.261 2.715
Fe -0.761 -5.104 2.323
*
```

Which charges does Mulliken predict for the atoms? In e, they are: 0.339, 0.288, -0.173, 0.360, -0.610, -0.426, -0.571, 0.360, -0.362, -0.487, 0.333, -0.531, -0.256, 0.349, -0.693, 1.111, -0.222, -0.371, -0.805, 0.324, -0.397, 0.466, 0.342, -0.711, 0.062, -0.942, 0.458, -0.360, 0.121, -0.134, 0.301, 0.341, 0.203, -0.446, -0.450, 0.348, 0.385, -0.202, -0.507, -0.118, -0.400, 0.350, -0.027, 0.438, 0.623, -0.359, 0.382, -0.608, 0.294, -0.128, 0.717